DFT (ωB97M-V/def2-TZVPD) results for the molecule CH4N2 at a distorted geometry.

The geometry in ORCA input format:
```
! RIJCOSX wB97M-V def2-TZVPD def2/J DEFGRID3
* xyz 0 1
H -0.934 -1.096 0.059
N -1.285 -0.180 0.000
C -0.148 0.479 -0.078
N 1.111 -0.340 0.024
H 0.000 1.546 0.095
H 1.799 0.042 -0.679
H 1.248 0.275 0.823
*
```

Values from the calculation:
Max |F| ... 4.97 eV/A
Frontier orbital gap ... 11.605 eV
LUMO level ... 0.94 eV
Relative energy (zero: lowest compared OMol25 entry of this formula, charge and spin) ... 2.459 eV
E_HOMO ... -0.39178 Eh

DFT (ωB97M-V/def2-TZVPD) results for a structure of composition C31H58BBrCaCl6F6N2O15PS2 at a distorted geometry.

The geometry in ORCA input format:
```
! RIJCOSX wB97M-V def2-TZVPD def2/J DEFGRID3
* xyz 1 1
C -0.480 -3.767 2.380
C 0.855 -3.649 1.443
B 1.067 -2.140 0.901
O 1.910 -1.330 1.746
C 0.466 -1.543 -0.533
C 0.952 -0.031 -0.454
C 0.470 1.049 -1.513
C -0.839 1.899 -1.057
C -0.698 3.329 -1.795
S -2.300 4.108 -2.293
O -3.439 3.802 -1.370
O -2.046 5.602 -2.205
Cl -2.765 3.761 -4.324
N -1.053 -1.504 -0.510
C -1.634 -1.632 -1.874
P -3.371 -0.914 -2.089
C -4.039 -0.147 -0.493
C -3.411 0.508 -3.348
C -1.388 -3.123 -2.402
C -1.980 -3.336 -3.905
C -1.891 -2.087 -4.882
C -2.090 -4.284 -1.585
F -2.337 -5.457 -2.363
F -1.355 -4.763 -0.469
C -3.537 -4.030 -0.960
F -3.878 -5.284 -0.388
F -4.554 -3.817 -1.880
F -3.580 -3.161 0.118
N 0.110 -3.256 -2.576
C 0.606 -4.679 -2.724
C 2.008 -4.835 -3.506
C 3.253 -5.147 -2.507
C 4.542 -4.255 -2.801
S 6.064 -5.208 -2.260
O 6.738 -5.899 -3.393
O 5.766 -6.076 -1.071
Cl 7.370 -3.722 -1.545
C 1.023 -2.496 -1.666
Br 2.395 -1.472 -2.755
H -0.182 -3.818 3.480
H -1.026 -4.734 2.155
H -1.094 -2.831 2.206
H 1.713 -3.905 2.164
H 0.906 -4.454 0.643
H 1.921 -1.735 2.643
H 2.085 0.097 -0.336
H 0.531 0.364 0.541
H 0.397 0.697 -2.597
H 1.304 1.851 -1.542
H -1.809 1.365 -1.272
H -0.682 2.099 0.053
H -0.052 4.038 -1.163
H -0.111 3.146 -2.771
H -1.284 -2.298 0.101
H -1.014 -0.977 -2.591
H -5.135 -0.415 -0.310
H -3.945 0.995 -0.482
H -3.423 -0.590 0.363
H -4.331 0.418 -4.024
H -3.571 1.479 -2.760
H -2.452 0.555 -3.950
H -3.083 -3.644 -3.878
H -1.468 -4.207 -4.443
H -1.683 -2.498 -5.934
H -1.064 -1.340 -4.680
H -2.927 -1.624 -4.956
H 0.301 -2.851 -3.521
H -0.090 -5.358 -3.299
H 0.766 -5.198 -1.715
H 1.953 -5.774 -4.164
H 2.227 -3.989 -4.230
H 2.905 -5.105 -1.416
H 3.577 -6.237 -2.658
H 4.628 -3.866 -3.861
H 4.500 -3.369 -2.075
H 1.690 -3.287 -1.171
C 5.936 4.425 3.182
O 5.696 4.764 1.823
C 5.536 3.615 1.027
C 4.705 3.960 -0.186
O 3.302 4.045 0.146
C 2.909 5.203 0.908
C 2.904 6.495 0.081
O 4.216 6.985 -0.081
C 4.358 7.786 -1.244
H 6.874 3.872 3.286
H 6.003 5.350 3.758
H 5.103 3.842 3.572
H 5.036 2.818 1.591
H 6.529 3.268 0.721
H 4.793 3.142 -0.907
H 5.056 4.861 -0.690
H 3.506 5.303 1.816
H 1.878 5.001 1.229
H 2.326 7.265 0.602
H 2.445 6.301 -0.900
H 4.103 7.209 -2.141
H 5.401 8.091 -1.321
H 3.729 8.677 -1.177
C -7.445 0.142 3.597
C -7.852 0.690 2.266
O -6.708 1.417 1.857
C -5.650 0.790 2.437
O -4.511 0.953 2.110
O -6.044 -0.051 3.430
F -8.890 1.549 2.387
H -7.620 0.846 4.414
H -7.946 -0.798 3.832
H -8.089 -0.072 1.518
Cl -5.643 0.222 6.604
C -4.312 -0.952 6.749
C -4.613 -2.250 6.029
Cl -5.918 -3.171 6.819
H -4.120 -1.116 7.810
H -3.428 -0.484 6.312
H -3.729 -2.889 6.033
H -4.904 -2.074 4.993
O 2.326 5.304 4.044
Cl 2.636 4.827 5.387
O 4.013 4.385 5.426
O 1.761 3.722 5.715
O 2.440 5.900 6.334
Cl 6.435 2.160 4.329
Ca 1.560 4.658 -1.168
*
```

Values from the calculation:
Max |F| ... 7.54 eV/A
Frontier orbital gap ... 1.679 eV
LUMO level ... -5.68 eV
E_HOMO ... -0.27054 Eh

DFT (ωB97M-V/def2-TZVPD) results for the molecule C3H7ClN2S at a distorted geometry.

The geometry in ORCA input format:
```
! RIJCOSX wB97M-V def2-TZVPD def2/J DEFGRID3
* xyz 0 1
C -1.921 1.459 -0.515
N -0.664 0.938 0.045
N 0.069 1.968 0.558
C -0.449 -0.349 0.152
S -1.613 -1.575 0.004
C 0.925 -0.811 0.439
Cl 2.459 -0.155 -0.339
H -2.300 0.704 -1.184
H -2.688 1.665 0.211
H -1.616 2.323 -1.101
H 0.958 2.003 0.036
H 0.261 1.699 1.510
H 1.017 -1.834 0.074
H 1.210 -0.860 1.486
*
```

Values from the calculation:
Max |F| ... 3.51 eV/A
Frontier orbital gap ... 8.820 eV
LUMO level ... 0.27 eV
Relative energy (zero: lowest compared OMol25 entry of this formula, charge and spin) ... 1.165 eV
E_HOMO ... -0.31403 Eh

DFT (ωB97M-V/def2-TZVPD) results for a cluster of 5 separate species, C4H18N8O5 in total at a distorted geometry.

The geometry in ORCA input format:
```
! RIJCOSX wB97M-V def2-TZVPD def2/J DEFGRID3
* xyz 0 1
N -1.881 -3.985 0.586
C -2.763 -3.224 -0.053
N -2.259 -2.036 -0.281
O -3.919 -3.517 -0.289
H -2.177 -4.808 1.086
H -0.963 -3.619 0.781
H -1.295 -1.906 0.011
H -2.852 -1.342 -0.705
N 1.976 1.751 2.729
C 2.107 1.910 1.392
N 1.408 2.993 1.008
O 2.795 1.289 0.621
H 2.329 0.867 3.062
H 1.333 2.315 3.260
H 1.505 3.356 0.075
H 0.805 3.445 1.677
N 1.910 -3.492 1.044
C 1.279 -2.501 0.460
N 1.953 -2.162 -0.628
O 0.222 -1.974 0.816
H 1.453 -4.016 1.775
H 2.761 -3.904 0.698
H 1.424 -1.574 -1.256
H 2.906 -2.450 -0.774
N -2.206 2.983 -2.319
C -1.317 3.946 -2.110
N -0.205 3.353 -1.747
O -1.495 5.132 -2.268
H -1.925 2.037 -2.523
H -3.154 3.219 -2.569
H 0.542 3.981 -1.497
H -0.293 2.369 -1.542
O -0.039 0.574 -0.560
H 0.772 0.456 -0.059
H -0.736 0.535 0.099
*
```

Values from the calculation:
Max |F| ... 4.16 eV/A
Frontier orbital gap ... 9.343 eV
LUMO level ... 0.12 eV
Relative energy (zero: lowest compared OMol25 entry of this formula, charge and spin) ... 1.411 eV
E_HOMO ... -0.33893 Eh

DFT (ωB97M-V/def2-TZVPD) results for a cluster of 2 separate species, C4H6N2O2 in total at a distorted geometry.

The geometry in ORCA input format:
```
! RIJCOSX wB97M-V def2-TZVPD def2/J DEFGRID3
* xyz 0 1
C -1.085 -0.021 -1.601
C -0.477 -0.883 -0.782
C 0.478 1.129 -0.767
C 1.546 -0.623 0.449
N -0.558 1.224 -1.517
N 0.631 -0.169 -0.333
O -1.196 0.115 1.675
O -0.262 -0.226 2.588
H -2.018 0.044 -2.127
H -0.439 -1.943 -0.432
H 1.297 1.806 -0.683
H 2.218 0.103 0.865
H 1.367 -1.560 0.970
H -1.502 1.003 1.694
*
```

Values from the calculation:
Max |F| ... 3.97 eV/A
Frontier orbital gap (spin up / spin down) ... 6.342 / 9.206 eV
LUMO level (spin up / spin down) ... -1.00 / -0.10 eV
Relative energy (zero: lowest compared OMol25 entry of this formula, charge and spin) ... 7.287 eV
E_HOMO (spin up / spin down) ... -0.26978 / -0.34195 Eh

DFT (ωB97M-V/def2-TZVPD) results for a cluster of 2 separate species, C37H37BF12N2O2S in total at a distorted geometry.

The geometry in ORCA input format:
```
! RIJCOSX wB97M-V def2-TZVPD def2/J DEFGRID3
* xyz 0 1
C -2.493 -5.807 4.930
C -2.188 -4.810 3.866
C -2.587 -4.832 2.546
C -2.108 -3.722 1.757
C -1.356 -2.851 2.509
B -0.381 -1.506 2.199
C -1.647 -0.494 2.153
C -1.932 0.250 3.294
C -3.015 1.126 3.308
C -3.316 1.935 4.537
F -4.661 2.093 4.741
F -2.798 1.370 5.670
F -2.777 3.198 4.436
C -3.811 1.298 2.180
C -3.542 0.507 1.069
C -4.380 0.701 -0.162
F -4.007 1.853 -0.828
F -4.238 -0.323 -1.056
F -5.712 0.827 0.112
C -2.499 -0.416 1.066
O 0.502 -1.110 3.239
C 1.902 -1.402 3.226
C 2.287 -2.619 2.346
C 3.776 -2.519 2.079
C 1.941 -3.938 3.000
C 1.588 -2.476 0.981
O 0.209 -2.168 1.074
S -1.238 -3.387 4.166
H -3.119 -6.602 4.513
H -1.571 -6.259 5.319
H -3.030 -5.348 5.768
H -3.208 -5.633 2.150
H -2.324 -3.607 0.696
H -1.361 0.109 4.208
H -4.627 2.008 2.175
H -2.402 -1.095 0.230
H 2.424 -0.494 2.865
H 2.212 -1.562 4.274
H 4.097 -3.315 1.396
H 3.979 -1.552 1.605
H 4.351 -2.577 3.008
H 2.259 -4.758 2.351
H 2.442 -4.023 3.972
H 0.854 -4.013 3.159
H 2.076 -1.687 0.389
H 1.671 -3.416 0.412
C -2.124 5.861 -2.006
N -1.548 5.280 -0.819
C -1.336 6.215 0.279
C 0.012 6.852 0.118
F 0.332 7.727 1.108
F 0.991 5.883 0.075
F 0.075 7.521 -1.084
C -1.193 3.964 -0.761
C -0.933 3.292 0.464
C -0.494 1.987 0.483
C -0.356 1.240 -0.718
C 0.110 -0.125 -0.776
C 1.184 -0.413 -1.679
C 1.404 -1.673 -2.308
C 2.275 -1.810 -3.366
C 3.035 -0.701 -3.854
N 3.727 -0.747 -5.031
C 4.553 0.354 -5.481
C 3.727 -1.916 -5.906
C 2.590 -1.832 -6.878
F 2.576 -2.844 -7.791
F 1.388 -1.850 -6.205
F 2.631 -0.640 -7.565
C 2.984 0.502 -3.096
C 2.099 0.631 -2.049
C -0.610 1.929 -1.942
C -1.051 3.229 -1.974
H -2.878 5.193 -2.449
H -2.608 6.805 -1.728
H -1.354 6.070 -2.768
H -2.093 7.008 0.189
H -1.375 5.715 1.247
H -1.108 3.821 1.409
H -0.231 1.513 1.429
H -0.426 -0.917 -0.299
H 0.795 -2.529 -1.993
H 2.381 -2.778 -3.854
H 5.308 0.625 -4.724
H 5.085 0.037 -6.391
H 3.962 1.259 -5.713
H 4.662 -1.894 -6.488
H 3.632 -2.837 -5.325
H 3.618 1.345 -3.373
H 2.045 1.583 -1.523
H -0.440 1.401 -2.883
H -1.263 3.713 -2.930
*
```

Values from the calculation:
Max |F| ... 3.25 eV/A
Frontier orbital gap ... 4.256 eV
LUMO level ... -2.35 eV
Relative energy (zero: lowest compared OMol25 entry of this formula, charge and spin) ... 0.000 eV
E_HOMO ... -0.24266 Eh

DFT (ωB97M-V/def2-TZVPD) results for a structure of composition C32H69BrO4SSi5SnTe at a distorted geometry.

The geometry in ORCA input format:
```
! RIJCOSX wB97M-V def2-TZVPD def2/J DEFGRID3
* xyz 2 1
Sn -1.422 -1.585 0.299
C 3.997 -2.774 2.686
C 4.267 -2.918 1.181
C 3.432 -4.108 0.686
C 5.767 -3.231 0.966
Si 3.933 -1.323 0.252
Br 1.175 -1.006 0.277
C 4.133 -1.305 -1.621
C 5.603 -0.900 -1.881
C 3.213 -0.332 -2.380
C 3.882 -2.701 -2.214
C 4.235 0.297 1.183
C 3.872 1.517 0.323
C 3.454 0.437 2.503
C 5.747 0.333 1.497
H 4.178 -3.745 3.155
H 2.964 -2.492 2.897
H 4.667 -2.060 3.164
H 3.588 -4.937 1.382
H 3.729 -4.456 -0.298
H 2.368 -3.892 0.660
H 5.997 -4.152 1.508
H 6.431 -2.452 1.343
H 6.009 -3.403 -0.085
H 5.810 0.129 -1.584
H 5.794 -0.977 -2.955
H 6.322 -1.549 -1.374
H 3.371 0.710 -2.112
H 2.161 -0.567 -2.233
H 3.433 -0.433 -3.446
H 4.613 -3.433 -1.874
H 3.976 -2.631 -3.301
H 2.881 -3.074 -1.987
H 2.818 1.508 0.033
H 4.481 1.593 -0.577
H 4.058 2.420 0.914
H 2.377 0.354 2.358
H 3.669 1.430 2.912
H 3.750 -0.285 3.255
H 6.370 0.284 0.601
H 6.050 -0.475 2.164
H 5.973 1.276 2.005
C -0.257 5.900 1.197
Si 0.780 4.361 1.018
C 1.604 3.879 2.595
C 1.949 4.546 -0.409
Si -2.359 4.185 -0.089
Te -0.821 2.404 0.542
Si -3.891 4.844 1.613
C -4.142 6.676 1.483
C -5.431 3.886 1.199
C -3.180 4.337 3.247
Si -2.164 4.935 -2.346
C -1.750 6.745 -2.311
C -0.829 3.922 -3.130
C -3.835 4.628 -3.097
H 0.375 6.730 1.529
H -1.052 5.785 1.937
H -0.700 6.208 0.239
H 2.436 4.562 2.790
H 1.997 2.863 2.545
H 0.911 3.933 3.437
H 2.920 4.886 -0.038
H 1.584 5.298 -1.112
H 2.104 3.614 -0.954
H -4.565 6.964 0.517
H -3.215 7.234 1.630
H -4.845 6.992 2.259
H -5.822 4.146 0.212
H -6.204 4.124 1.935
H -5.263 2.807 1.228
H -2.413 5.035 3.591
H -2.739 3.339 3.212
H -3.978 4.330 3.994
H -0.744 6.936 -1.930
H -2.458 7.322 -1.712
H -1.794 7.130 -3.334
H 0.150 4.162 -2.711
H -0.798 4.129 -4.203
H -0.996 2.852 -2.996
H -4.611 5.222 -2.608
H -4.132 3.578 -3.053
H -3.808 4.921 -4.150
C -2.708 -9.933 0.446
C -2.300 -8.495 0.294
C -1.910 -7.996 -0.951
C -1.491 -6.689 -1.097
C -1.479 -5.863 0.025
C -1.891 -6.319 1.270
C -2.302 -7.636 1.390
S -0.804 -4.272 -0.143
O -1.682 -3.399 -1.011
O 0.528 -4.368 -0.653
O -0.915 -3.583 1.192
H -2.219 -10.561 -0.296
H -3.787 -10.040 0.310
H -2.461 -10.308 1.438
H -1.927 -8.649 -1.815
H -1.172 -6.313 -2.061
H -1.876 -5.659 2.126
H -2.622 -8.006 2.356
C -5.738 -2.190 -1.742
C -5.429 -0.762 -2.233
C -4.897 -0.094 -0.977
O -4.140 -1.117 -0.327
C -4.931 -2.321 -0.438
H -5.443 -2.937 -2.475
H -6.801 -2.316 -1.547
H -6.304 -0.255 -2.635
H -4.654 -0.780 -3.000
H -5.718 0.223 -0.324
H -4.235 0.754 -1.160
H -5.586 -2.395 0.431
H -4.244 -3.166 -0.439
*
```

Values from the calculation:
Max |F| ... 1.15 eV/A
Frontier orbital gap ... 6.486 eV
LUMO level ... -6.65 eV
Relative energy (zero: lowest compared OMol25 entry of this formula, charge and spin) ... 1.223 eV
E_HOMO ... -0.48264 Eh

DFT (ωB97M-V/def2-TZVPD) results for a structure of composition C7H5AlF4N2O2S at a distorted geometry.

The geometry in ORCA input format:
```
! RIJCOSX wB97M-V def2-TZVPD def2/J DEFGRID3
* xyz 0 1
O -1.037 -0.976 2.781
C -1.724 -0.236 2.026
O -3.028 0.214 2.410
C -1.034 0.164 0.643
C -0.252 1.514 0.554
C 0.448 1.824 -0.830
N 0.331 0.877 -1.919
N 0.959 1.216 -3.135
C -0.036 1.625 -3.920
S -1.347 2.336 -4.675
C -0.408 -0.371 -1.888
C -1.148 -0.807 -0.574
H -3.321 0.797 1.659
H -0.162 2.254 1.429
H 1.037 2.798 -0.967
H -0.453 -1.025 -2.834
H -1.727 -1.801 -0.503
F 1.334 -3.059 1.143
Al 2.582 -2.082 1.951
F 4.188 -2.581 1.378
F 2.477 -2.318 3.708
F 2.322 -0.361 1.565
*
```

Values from the calculation:
Max |F| ... 5.98 eV/A
Frontier orbital gap ... 7.152 eV
LUMO level ... -3.22 eV
E_HOMO ... -0.38129 Eh

Number 1: energy -149.9528 a.u.. Number 2: energy -10227.6142 a.u.. Number 3: energy -1086.3458 a.u.. Number 4: energy -977.5835 a.u.. Number 5: energy -415.7728 a.u.. Number 6: energy -3313.5700 a.u.. Number 7: energy -6463.3096 a.u.. Number 8: energy -1569.8256 a.u..